No. 1
Here is the molecule C3H5N3 from OMol25. Energies are from ωB97M-V with the def2-TZVPD basis set.

Structure (XYZ):
```
11
Properties=species:S:1:pos:R:3:forces:R:3:mulliken_charge:R:1
C 1.705 -0.290 -0.290 -0.4 0.5 0.4 -0.6928
N 0.275 0.204 -0.287 -1.4 0.7 1.8 -0.0111
C -0.791 -0.581 -0.480 -0.5 -0.1 0.1 0.0382
N -1.930 -0.216 0.038 -0.1 1.0 0.6 -0.5704
C -1.658 0.945 0.766 0.5 -1.3 -1.1 0.0783
N -0.425 1.374 0.779 0.9 -2.0 -1.6 -0.4374
H 2.362 0.186 -1.035 -0.7 0.2 0.2 0.2626
H 2.101 -0.065 0.697 0.1 0.0 0.0 0.2653
H 1.822 -1.385 -0.438 -0.8 0.6 0.1 0.2987
H -0.895 -1.524 -1.007 1.1 0.1 -0.3 0.3943
H -2.565 1.353 1.257 1.3 0.4 -0.1 0.3743
```
Positions in Å, forces in eV/Å.

Properties
Max |F|: 2.774 eV Å⁻¹
ΔE to the lowest compared entry with this formula, charge and spin: 53.2 kcal per mole
SMILES: Cn1cncn1
Lowest unoccupied orbital energy: 0.7811 eV
Orbital gap: 10.57 eV

---

No. 2
Here is a structure of composition C3H5N3 from OMol25. Energies are from ωB97M-V with the def2-TZVPD basis set.

Structure (XYZ):
```
11
Properties=species:S:1:pos:R:3:forces:R:3:mulliken_charge:R:1
N 0.012 -1.467 1.429 0.1 0.2 -0.4 -0.6817
C 0.097 -0.667 0.454 -0.1 0.0 0.0 0.3808
C 0.600 -0.497 -0.902 0.0 -0.2 0.0 -0.5241
N 0.774 0.842 -1.188 -0.3 0.0 0.4 -0.4171
C 0.059 1.517 -0.334 -0.1 -0.1 -0.2 -0.0932
N -0.682 0.616 0.446 -0.1 -0.1 0.1 -0.2066
H 0.501 -2.340 1.225 0.0 0.2 0.1 0.2530
H 1.157 -1.250 -1.451 -0.1 0.2 0.2 0.3306
H -1.100 -0.192 -0.549 0.3 0.2 0.1 0.3854
H -0.177 2.574 -0.388 0.1 -0.2 0.1 0.3433
H -1.243 0.864 1.259 0.2 0.0 -0.2 0.2297
```
Positions in Å, forces in eV/Å.

Properties
Max |F|: 0.481 eV Å⁻¹
ΔE to the lowest compared entry with this formula, charge and spin: 87.0 kcal per mole
Lowest unoccupied orbital energy: 0.6517 eV
Orbital gap: 8.92 eV

---

No. 3
Here is the molecule C3H5N3 from OMol25. Energies are from ωB97M-V with the def2-TZVPD basis set.

Structure (XYZ):
```
11
Properties=species:S:1:pos:R:3:forces:R:3:mulliken_charge:R:1
H -1.747 -2.455 -0.103 0.1 0.0 0.0 0.2422
N -0.880 -1.921 -0.148 -0.2 0.3 0.1 -0.6258
C -1.111 -0.685 0.057 0.1 -0.1 0.0 -0.0139
C -0.044 0.325 0.084 0.2 -0.3 0.0 -0.2497
N -0.421 1.706 0.133 0.2 0.1 0.0 -0.5521
C 1.223 -0.073 0.082 0.4 -0.1 0.1 0.5138
N 2.384 -0.419 0.239 -0.7 0.2 -0.1 -0.4945
H -2.106 -0.251 0.230 0.1 -0.1 0.0 0.3960
H -0.337 2.162 -0.769 0.0 0.0 0.1 0.2382
H 0.127 2.228 0.807 -0.1 -0.1 -0.1 0.2609
H 2.912 -0.618 -0.611 0.0 0.0 0.0 0.2849
```
Positions in Å, forces in eV/Å.

Properties
Max |F|: 0.715 eV Å⁻¹
ΔE to the lowest compared entry with this formula, charge and spin: 45.8 kcal per mole
SMILES: [H]/N=C/C(N)=C=N
Lowest unoccupied orbital energy: 0.8736 eV
Orbital gap: 9.54 eV

---

No. 4
Here is the molecule C3H5N3 from OMol25. Energies are from ωB97M-V with the def2-TZVPD basis set.

Structure (XYZ):
```
11
Properties=species:S:1:pos:R:3:forces:R:3:mulliken_charge:R:1
C -1.718 0.099 0.047 0.0 0.0 0.0 -0.9871
C -0.245 -0.150 0.086 0.0 0.1 0.0 0.4306
C 0.799 0.588 -0.418 0.0 -0.1 0.1 -0.2867
N 1.897 -0.116 -0.056 0.0 0.0 0.0 0.2322
N 1.572 -1.217 0.623 -0.1 0.1 -0.1 -0.6439
N 0.281 -1.243 0.711 0.1 0.1 -0.1 -0.1913
H -2.074 0.241 -0.979 0.0 0.0 0.2 0.2702
H -1.984 0.989 0.628 0.0 -0.1 -0.1 0.2434
H -2.235 -0.762 0.479 0.1 0.1 -0.1 0.3143
H 0.853 1.508 -0.981 0.0 -0.1 0.1 0.4027
H 2.870 0.087 -0.228 -0.2 0.0 0.0 0.2157
```
Positions in Å, forces in eV/Å.

Properties
Max |F|: 0.184 eV Å⁻¹
ΔE to the lowest compared entry with this formula, charge and spin: 22.3 kcal per mole
SMILES: Cc1c[nH]nn1
Lowest unoccupied orbital energy: 0.8853 eV
Orbital gap: 10.39 eV

---

No. 5
Here is the ion C3H5N3 with charge +2 from OMol25. Energies are from ωB97M-V with the def2-TZVPD basis set.

Structure (XYZ):
```
11
Properties=species:S:1:pos:R:3:forces:R:3:mulliken_charge:R:1
C 0.286 -1.239 -0.165 -3.3 -1.3 -0.4 0.1008
C 1.789 1.184 -0.143 1.4 -0.1 0.0 0.1079
C -1.822 0.000 0.121 -0.5 -3.1 2.1 -0.0285
N 1.505 -1.170 -0.048 2.8 -0.1 -0.2 -0.2809
N 2.173 0.068 0.133 -0.6 -2.5 1.5 0.1918
N -0.623 -0.198 -0.108 -0.6 -0.4 0.3 -0.0554
H -0.138 -2.267 -0.302 0.1 0.8 -0.2 0.4411
H 1.539 1.992 -0.709 -1.1 2.4 -1.2 0.4767
H -2.386 0.764 -0.232 -1.4 3.1 -1.7 0.3467
H -2.587 -0.629 0.772 1.8 0.3 -0.5 0.3386
H 2.938 -0.257 0.718 1.2 0.9 0.3 0.3612
```
Positions in Å, forces in eV/Å.

Properties
Spin multiplicity: 3
Total charge: +2
Max |F|: 3.789 eV Å⁻¹
ΔE to the lowest compared entry with this formula, charge and spin: 50.5 kcal per mole
Lowest unoccupied orbital energy (alpha / beta): -11.5163 / -14.1927 eV
Orbital gap (alpha / beta): 8.86 / 8.15 eV

---

No. 6
Here is the molecule C3H5N3O from OMol25. Energies are from ωB97M-V with the def2-TZVPD basis set.

Structure (XYZ):
```
12
Properties=species:S:1:pos:R:3:forces:R:3:mulliken_charge:R:1
N 0.205 0.954 -1.647 -4.7 1.6 -0.2 -0.5925
C -0.086 0.624 -0.271 0.9 0.8 -0.7 0.4010
N -0.580 1.430 0.821 0.4 0.1 -1.8 -0.5969
C -0.612 0.614 1.806 -0.2 1.5 1.3 0.1760
O -0.212 -0.595 1.543 1.0 -2.3 -1.1 -0.3746
C 0.178 -0.614 0.140 -1.7 -1.7 2.9 0.0783
N 0.288 -1.944 -0.324 1.1 0.7 -0.6 -0.5052
H 0.982 1.521 -1.812 1.9 0.8 0.4 0.2445
H -0.597 1.636 -2.002 1.9 -2.1 0.9 0.3180
H -0.864 0.864 2.883 0.3 -0.4 -1.6 0.3338
H 0.988 -2.501 0.253 -1.2 1.0 -1.7 0.2613
H 0.311 -1.989 -1.390 0.4 -0.1 2.3 0.2563
```
Positions in Å, forces in eV/Å.

Properties
Max |F|: 4.979 eV Å⁻¹
ΔE to the lowest compared entry with this formula, charge and spin: 46.5 kcal per mole
SMILES: Nc1ncoc1N
Lowest unoccupied orbital energy: 0.8995 eV
Orbital gap: 9.29 eV